No. 1
Entry from OMol25: a molecular structure, C16H13N2O3Pt (ωB97M-V with the def2-TZVPD basis set).

Structure (ORCA input):
```
! wB97M-V def2-TZVPD RIJCOSX def2/J DEFGRID3
* xyz 1 5
Pt -1.3417 -0.4858 -0.6620
O -1.0359 -0.3208 -2.9508
O -2.8479 1.9492 -1.0825
O -0.5859 -1.4999 1.1523
N 0.8493 0.1720 -0.2652
N 1.1928 -0.0391 0.9658
C 1.0535 2.5668 -2.6018
C -0.2900 0.6508 -3.2519
C 2.7228 -1.4456 4.5899
C 1.0122 -1.5006 2.8988
C 0.3209 1.4782 -2.2314
C 0.8116 -2.9020 4.8405
C 1.2546 2.8662 -3.9647
C -0.0577 0.9741 -4.6312
C 2.0179 -2.3965 5.3173
C 0.4742 -1.0474 1.6309
C 0.6970 2.0636 -4.9686
C -4.2464 0.0044 -1.2467
C 0.1470 1.1631 -0.7829
C 2.2263 -0.9953 3.3821
C 0.3076 -2.4575 3.6368
C -2.9571 0.7688 -1.0389
H 1.4977 3.2021 -1.8455
H -0.5202 0.3326 -5.3690
H -4.5538 -0.4161 -0.2878
H -0.2288 1.9502 -0.1319
H -0.6278 -2.8373 3.2496
H -4.1006 -0.8205 -1.9430
H -5.0119 0.6869 -1.6152
H 1.8530 3.7251 -4.2351
H 2.7661 -0.2569 2.8063
H 3.6592 -1.0581 4.9663
H 0.8613 2.3145 -6.0071
H 0.2705 -3.6416 5.4141
H 2.4104 -2.7475 6.2624
*
```

Its expectation value of S² is 6.070. As for the lowest unoccupied orbital energy (spin up / spin down): -3.473 / -5.922 eV. The calculation puts the largest force on an atom at 0.67 eV/A. Its total energy is -29160.581 eV.

No. 2
Entry from OMol25: 2 unconnected molecules or ions with the total composition C5H8NO (ωB97M-V with the def2-TZVPD basis set).

Structure (ORCA input):
```
! wB97M-V def2-TZVPD RIJCOSX def2/J DEFGRID3
* xyz 1 1
O -2.3378 -2.0040 -1.5348
N 1.5123 1.2697 -0.9327
C 2.3483 2.3121 -1.3160
C -1.0108 -1.6501 1.7159
C -2.0692 -1.4485 -0.5878
C -1.5983 -0.8570 0.5132
C 0.6119 0.5911 -0.6593
H -0.7154 -0.2776 -0.0247
H -1.4934 -1.4158 2.5939
H 2.0997 3.1261 -0.6417
H 2.4938 2.5725 -2.3546
H -2.1106 0.0035 0.8647
H 3.3171 1.9435 -0.9373
H -1.0924 -2.7588 1.5040
H 0.0448 -1.4067 1.7970
*
```

As for the lowest unoccupied orbital energy: -4.483 eV. The calculation puts the largest force on an atom at 3.81 eV/A. As for the energy above the lowest of the compared OMol25 structures with the same formula, charge and spin: 2.3286 eV. Its total energy is -8842.432 eV.

No. 3
Entry from OMol25: 2 unconnected molecules or ions with the total composition BrClIO3P (ωB97M-V with the def2-TZVPD basis set).

Structure (ORCA input):
```
! wB97M-V def2-TZVPD RIJCOSX def2/J DEFGRID3
* xyz 0 1
I -0.7551 1.8028 2.3522
Br 1.2541 2.3140 0.8596
Cl -1.4327 -3.0252 -0.5469
P 0.4896 -0.8343 -0.9054
O 0.0885 -0.6150 0.4596
O 0.8227 2.3774 -0.7113
O -0.4670 -2.0197 -1.5078
*
```

As for the lowest unoccupied orbital energy: -2.065 eV. The calculation puts the largest force on an atom at 1.90 eV/A. As for the energy above the lowest of the compared OMol25 structures with the same formula, charge and spin: 3.4279 eV. Its total energy is -106092.472 eV.

No. 4
Entry from OMol25: a gas-phase ion, C6H10FN2 (charge +1) (ωB97M-V with the def2-TZVPD basis set).

Structure (ORCA input):
```
! wB97M-V def2-TZVPD RIJCOSX def2/J DEFGRID3
* xyz 1 1
F -2.7619 0.2830 0.5752
N 1.0924 0.5177 0.2918
N -1.3599 0.1174 0.2625
C -1.1817 -1.1415 -0.5987
C 0.9434 -0.7062 0.2986
C 0.1275 -1.8296 -0.1039
C -0.9332 1.3663 -0.3718
C 2.1808 -0.2217 0.9325
C 0.5070 1.7589 0.0541
H -0.9313 -1.0701 -1.7084
H 3.0723 -0.3501 0.4767
H -1.5920 2.0989 -0.1354
H 0.4445 -2.4502 -1.0079
H 0.8096 2.3380 -0.8879
H 2.3144 -0.3370 1.9325
H -0.0887 -2.4319 0.6789
H -1.0664 1.3971 -1.3994
H -2.1165 -1.6315 -0.3260
H 0.5397 2.2925 1.0364
*
```

As for the SMILES: FN1CCC2=[N+](CC1)C2. As for the lowest unoccupied orbital energy: -4.364 eV. The calculation puts the largest force on an atom at 4.28 eV/A. As for the energy above the lowest of the compared OMol25 structures with the same formula, charge and spin: 6.4982 eV. Its total energy is -12069.061 eV.

No. 5
Entry from OMol25: 13 unconnected molecules or ions with the total composition C6H39NO12S (ωB97M-V with the def2-TZVPD basis set).

Structure (ORCA input):
```
! wB97M-V def2-TZVPD RIJCOSX def2/J DEFGRID3
* xyz 0 1
S 4.5209 -1.6258 -0.7345
O -4.0828 -0.0325 -2.2041
O -1.0181 -2.3520 3.4508
O 1.2416 -1.1480 4.4537
O 0.4955 -3.0208 1.2517
O -1.2317 1.9876 -3.9202
O -3.4132 2.8709 -2.3760
O 0.7567 3.8092 -3.2884
O -1.0671 -2.3545 -0.8620
O 2.7525 -1.6316 2.1854
O -3.5716 -1.3510 0.0214
O -1.5452 -0.6005 -3.0671
O -3.1984 0.4779 2.0558
N 2.3373 0.5272 0.6062
C 2.5523 0.2627 -0.8258
C -0.1324 2.7083 3.0568
C 2.7852 -1.2097 -1.1168
C 0.4365 2.9657 1.6718
C 0.9102 0.5262 1.0018
C 0.1911 1.8250 0.6866
H -2.4938 -0.4741 -2.8498
H -0.3308 -1.9438 4.0211
H 1.8134 -1.3756 3.6776
H -1.3632 1.9197 -4.8553
H 4.5437 -2.8837 -1.1856
H -3.7779 1.9846 -2.1417
H 2.7283 1.4401 0.8208
H 0.0607 3.1571 -3.5127
H 0.9221 0.3441 2.0780
H 1.3121 -2.5311 1.5002
H -4.8547 -0.4488 -2.6111
H 2.5843 -1.4157 -2.1680
H -1.1891 -1.0728 -2.2734
H -3.9308 -0.5345 -1.3605
H 3.3866 0.8629 -1.1599
H 3.6103 -2.0597 2.1360
H 1.6827 0.5855 -1.4006
H -1.2070 1.0458 -3.5651
H 1.4973 -0.2814 4.7925
H -3.4565 -0.7915 0.8082
H 1.5081 3.1173 1.7343
H 0.3343 1.8545 3.5461
H 0.0148 3.8682 1.2367
H -2.7852 1.2294 1.6412
H 0.3762 4.6652 -3.4865
H -2.6868 -1.7778 -0.1629
H 2.1375 -1.8146 -0.5109
H 2.8051 -0.8238 1.6058
H -1.2279 -3.2150 -1.2644
H 0.0484 3.5597 3.7128
H -1.2163 2.5995 3.0498
H 0.4104 -0.3112 0.5303
H -0.8783 1.6540 0.5264
H -1.6478 -1.6586 3.2755
H -0.4348 -2.5934 -0.1025
H -0.1176 -2.8770 2.0206
H -4.0554 0.7910 2.3796
H 0.4511 2.1629 -0.3129
H -2.6327 2.6579 -2.9208
*
```

As for the lowest unoccupied orbital energy: 0.142 eV. The calculation puts the largest force on an atom at 1.38 eV/A. As for the energy above the lowest of the compared OMol25 structures with the same formula, charge and spin: 0.0000 eV. Its total energy is -43752.980 eV.

No. 6
Entry from OMol25: a gas-phase ion, H2NOS (charge -1) (ωB97M-V with the def2-TZVPD basis set).

Structure (ORCA input):
```
! wB97M-V def2-TZVPD RIJCOSX def2/J DEFGRID3
* xyz -1 1
S 1.2699 0.3117 -0.0458
O -1.5143 0.3018 -0.1867
N -0.2710 -0.6594 0.0641
H 0.7275 1.0005 -0.9380
H -0.2121 -0.9546 1.1064
*
```

As for the SMILES: [O-]NS. As for the lowest unoccupied orbital energy: 4.074 eV. The calculation puts the largest force on an atom at 3.91 eV/A. As for the energy above the lowest of the compared OMol25 structures with the same formula, charge and spin: 1.9372 eV. Its total energy is -14402.270 eV.

No. 7
Entry from OMol25: a gas-phase ion, C7H14ClN2 (charge +1) (ωB97M-V with the def2-TZVPD basis set).

Structure (ORCA input):
```
! wB97M-V def2-TZVPD RIJCOSX def2/J DEFGRID3
* xyz 1 1
Cl 1.3833 1.4294 2.4154
N 2.1643 1.2023 -0.0726
N -1.3912 0.9364 1.4893
C -1.0360 -0.8221 -1.8111
C 0.2863 -1.3895 -1.6282
C 0.4629 -0.4585 0.6561
C -0.7158 0.4205 0.2427
C 1.7598 0.3786 0.9367
C 1.0200 -1.2396 -0.5541
C -1.7219 -0.3486 -0.6196
H 1.7770 2.0882 -0.2320
H -1.7048 -1.4817 -2.2078
H 3.1658 1.1399 -0.2720
H -0.6829 1.6048 1.9626
H 0.6977 -2.1222 -2.4466
H -0.9370 0.0340 -2.4286
H -2.3641 1.2702 1.3842
H 2.5138 -0.3795 1.2315
H -2.6164 0.2657 -1.0438
H -0.3009 1.2960 -0.2844
H -1.5447 0.1845 2.2920
H 0.1352 -1.0469 1.4816
H -2.3205 -1.1958 -0.0954
H 1.9702 -1.7663 -0.3961
*
```

As for the SMILES: N[C@@H](Cl)[C@@H]1C=CCC[C@H]1[NH3+]. As for the lowest unoccupied orbital energy: -3.197 eV. The calculation puts the largest force on an atom at 4.01 eV/A. As for the energy above the lowest of the compared OMol25 structures with the same formula, charge and spin: 0.0000 eV. Its total energy is -22981.127 eV.